Here is a cluster of 11 separate species, H22O11 in total at a distorted geometry from the OMol25 dataset. Energies are from the ωB97M-V functional and the def2-TZVPD basis.

Summary:
Largest force on an atom, eV Å⁻¹: 2.56
Frontier orbital gap, hartree: 0.3607
SMILES: O.O.O.O.O.O.O.O.O.O.O
E_tot, eV: -22879.4784
2S+1: 1
Charge: 0
E_LUMO, eV: -0.2

Last column: Mulliken charge in e.
Cartesian coordinates (Å):
O (21.655, 3.936, -0.760)  -0.61
H (21.815, 3.308, -1.452)  0.35
H (21.265, 4.682, -1.194)  0.27
O (22.262, 2.627, -3.191)  -0.58
H (21.863, 3.045, -3.931)  0.21
H (21.553, 2.021, -2.949)  0.29
O (24.780, 5.927, -1.145)  -0.64
H (25.616, 6.423, -1.086)  0.30
H (24.440, 6.217, -2.027)  0.30
O (27.175, 4.102, 0.452)  -0.58
H (26.773, 4.727, -0.142)  0.26
H (27.383, 4.565, 1.284)  0.30
O (24.155, 5.993, -4.004)  -0.64
H (24.206, 6.864, -4.436)  0.28
H (25.063, 5.689, -3.952)  0.36
O (23.653, 4.077, 1.208)  -0.60
H (24.009, 4.992, 1.145)  0.33
H (23.739, 3.729, 0.318)  0.24
O (25.615, 1.470, 0.462)  -0.57
H (25.382, 2.403, 0.314)  0.36
H (26.014, 1.440, 1.369)  0.25
O (24.543, 3.368, -1.926)  -0.43
H (23.733, 3.189, -2.388)  0.40
H (24.510, 4.249, -1.524)  0.20
O (26.669, 1.190, -2.469)  -0.63
H (25.811, 1.432, -2.110)  0.31
H (26.424, 0.420, -2.977)  0.28
O (25.761, 3.490, -4.756)  -0.66
H (25.617, 3.242, -3.854)  0.36
H (24.931, 3.282, -5.211)  0.31
O (23.935, 0.045, -2.640)  -0.63
H (23.541, 0.445, -1.863)  0.30
H (24.261, -0.699, -2.193)  0.30